Density functional theory data (ωB97M-V/def2-TZVPD) for a molecular structure, C40H49IN6O2SSbSr.

The value obtained for the HOMO energy is -5.07 eV. As for the frontier orbital gap: 7.1 eV. The value obtained for the energy relative to the best compared isomer or geometry (same formula, charge and spin) is 0.000 eV. Its total charge is -1.

Geometry (Å):
Sr  0.39801  -0.73928  0.54965
O  -0.70255  -2.14381  -1.12006
C  -1.55664  -3.09466  -1.19586
C  -1.84290  -3.68740  -2.46172
C  -2.77481  -4.68281  -2.61638
C  -3.49368  -5.17691  -1.51815
C  -3.22317  -4.64479  -0.27889
C  -2.26881  -3.63395  -0.07261
C  -2.07545  -3.23414  1.31363
N  -1.20098  -2.44637  1.80738
C  -1.23032  -2.21067  3.24524
C  -1.50335  -0.74552  3.56069
N  -0.47545  0.10883  2.98658
C  -0.03686  1.05923  3.72149
C  0.94135  2.08119  3.40406
C  1.20114  3.03236  4.40558
C  2.09821  4.05742  4.22618
C  2.77851  4.13853  2.99912
C  2.55661  3.22884  1.99659
C  1.62475  2.16229  2.14897
O  1.42993  1.31826  1.20958
H  -1.29507  -3.29758  -3.31157
H  -2.95664  -5.08880  -3.60558
H  -4.23216  -5.95748  -1.63987
H  -3.75792  -5.02112  0.58862
H  -2.78494  -3.71954  2.00185
H  -0.25307  -2.47533  3.65211
H  -1.98268  -2.84173  3.73901
H  -1.57406  -0.62079  4.65012
H  -2.47330  -0.46871  3.13106
H  -0.44242  1.15308  4.74109
H  0.66708  2.94526  5.34772
H  2.28134  4.77879  5.01125
H  3.49988  4.93273  2.84055
H  3.09484  3.27715  1.05823
I  1.55977  -4.80277  3.23510
C  2.82298  -3.11667  3.23238
C  4.10191  -3.26786  3.74054
C  4.96134  -2.17971  3.65282
C  4.50614  -1.01382  3.07056
C  3.19483  -0.96788  2.61990
N  2.35107  -2.00577  2.69573
H  4.41515  -4.21012  4.16494
H  5.97696  -2.25994  4.01959
H  5.13708  -0.14952  2.92052
H  2.82051  -0.06269  2.14875
N  5.08886  -4.69567  -4.43206
C  4.50789  -4.42235  -3.47929
C  3.78888  -4.09881  -2.26942
C  4.44074  -3.48974  -1.20820
C  3.70139  -3.20498  -0.07296
N  2.40740  -3.48818  0.05237
C  1.79422  -4.07044  -0.97598
C  2.43755  -4.39499  -2.15807
H  5.48342  -3.21411  -1.27287
H  4.17326  -2.69929  0.76228
H  0.74126  -4.28522  -0.85385
H  1.89785  -4.85857  -2.97190
S  2.63587  -0.43623  -1.71187
C  3.87356  -0.07977  -0.64713
N  4.73875  0.16746  0.09181
C  -3.76437  0.26460  -2.15484
C  -2.61635  0.97785  -2.86961
C  -1.81705  -0.07734  -3.64031
C  -3.17379  2.01843  -3.83570
Sb  -1.26850  1.73977  -1.30995
C  -0.01439  3.24142  -2.30291
C  1.12931  3.53300  -1.32737
C  -0.71991  4.53610  -2.68974
C  0.58931  2.59354  -3.55166
C  -2.55381  2.91291  0.03480
C  -3.20968  1.89585  0.97511
C  -3.63180  3.75219  -0.64170
C  -1.64673  3.80524  0.88078
H  -4.37624  -0.26775  -2.89351
H  -4.41856  0.95732  -1.62165
H  -3.39317  -0.48112  -1.44617
H  -2.49639  -0.61827  -4.31197
H  -1.35983  -0.80803  -2.96822
H  -1.02887  0.36360  -4.25000
H  -3.84711  1.53109  -4.55355
H  -2.38193  2.49874  -4.41096
H  -3.74194  2.79835  -3.32754
H  0.78549  4.02312  -0.41470
H  1.85038  4.20155  -1.81449
H  1.65517  2.62178  -1.03408
H  -1.12285  5.06686  -1.82460
H  -1.53520  4.36961  -3.39664
H  0.00594  5.20424  -3.17105
H  1.08246  1.64726  -3.31988
H  1.35194  3.26533  -3.96450
H  -0.15410  2.42599  -4.33080
H  -3.83297  1.17244  0.44738
H  -3.84685  2.42431  1.69620
H  -2.45400  1.34568  1.54167
H  -4.36297  3.12626  -1.15677
H  -3.22093  4.45710  -1.36727
H  -4.17499  4.33295  0.11587
H  -0.82869  3.23998  1.33647
H  -2.23541  4.24624  1.69585
H  -1.21364  4.62691  0.30869

Force components x, y, z for each atom (eV/Å):
Sr 0.56 -0.37 -0.19
O -0.16 0.01 0.33
C 0.07 0.10 0.03
C -0.05 0.00 -0.05
C 0.01 0.00 0.03
C 0.03 0.04 -0.02
C -0.02 -0.03 0.00
C 0.01 0.00 0.05
C 0.03 -0.04 0.00
N -0.09 0.30 -0.07
C -0.05 -0.13 -0.13
C 0.02 -0.01 -0.01
N -0.04 0.03 -0.15
C -0.01 0.05 0.02
C -0.02 -0.05 0.02
C 0.01 0.02 0.01
C 0.02 0.00 -0.04
C -0.01 -0.01 0.01
C 0.02 0.03 0.02
C -0.15 -0.10 0.04
O -0.03 0.10 0.03
H 0.01 -0.01 0.00
H -0.01 -0.01 0.00
H 0.00 0.00 0.00
H 0.01 0.00 0.00
H 0.03 -0.02 0.02
H 0.02 0.02 0.01
H -0.02 0.02 0.01
H -0.01 0.02 0.01
H 0.00 -0.01 -0.02
H 0.00 0.00 0.00
H 0.00 -0.01 -0.01
H 0.00 0.00 0.00
H 0.00 0.00 0.01
H 0.01 0.00 0.00
I 0.03 0.03 0.04
C -0.14 -0.11 -0.11
C 0.02 0.03 -0.03
C -0.01 -0.06 0.04
C -0.03 0.07 -0.02
C -0.05 0.10 -0.01
N 0.10 0.17 0.03
H 0.00 0.00 0.01
H 0.00 0.00 0.00
H 0.01 -0.04 0.00
H 0.01 -0.11 0.07
N -0.01 -0.01 -0.02
C -0.04 0.04 0.12
C 0.07 -0.02 -0.11
C 0.06 -0.01 0.01
C -0.06 0.00 0.04
N -0.03 0.03 -0.07
C 0.07 -0.04 0.00
C -0.07 -0.03 -0.03
H 0.00 0.00 0.01
H 0.01 0.00 -0.03
H -0.03 0.01 0.01
H 0.00 0.01 0.01
S -0.12 0.02 0.11
C -0.05 0.18 -0.09
N 0.01 -0.11 -0.01
C 0.01 -0.01 0.00
C -0.05 0.08 -0.04
C -0.03 -0.02 0.04
C 0.01 -0.02 0.01
Sb 0.16 -0.19 0.11
C 0.05 -0.03 -0.03
C -0.01 0.02 0.02
C -0.02 0.02 0.02
C -0.03 0.03 0.06
C -0.07 0.00 -0.03
C 0.01 0.03 -0.01
C -0.02 -0.01 -0.04
C 0.03 0.00 0.03
H 0.00 0.00 0.00
H 0.00 -0.01 -0.02
H 0.00 -0.02 0.01
H 0.01 0.02 -0.02
H -0.01 0.02 -0.01
H 0.04 0.03 -0.01
H 0.01 -0.01 0.01
H 0.02 0.01 -0.01
H -0.02 0.02 0.02
H 0.02 -0.01 -0.01
H 0.00 0.01 0.00
H -0.01 0.00 -0.02
H 0.03 -0.03 -0.02
H 0.00 0.00 0.01
H -0.01 0.01 -0.01
H 0.02 -0.01 0.01
H 0.00 0.00 0.01
H -0.05 -0.02 -0.04
H 0.00 0.01 0.02
H 0.01 0.00 0.01
H 0.01 0.00 0.00
H -0.01 0.02 -0.01
H -0.01 -0.03 0.04
H 0.00 0.00 0.00
H 0.00 0.02 0.00
H 0.01 0.01 0.00
H -0.01 -0.02 -0.01

Density functional theory data (ωB97M-V/def2-TZVPD) for a molecular structure, C40H49N8O4PSiW.

The value obtained for the HOMO energy (spin up / spin down) is -17.69 / -17.69 eV. As for the frontier orbital gap (spin up / spin down): 4.3 / 4.3 eV. Its total charge is +4.

Geometry (Å):
W  0.64316  0.19266  0.26835
C  -2.85114  3.80386  -0.33682
O  -2.80654  2.82066  -1.36635
C  -1.99747  1.86337  -0.96318
N  -1.41686  1.98531  0.20176
C  -2.05568  3.15454  0.82689
C  -1.25802  4.18002  1.61918
C  0.21069  4.13505  2.00252
C  0.52510  4.61036  3.35610
C  -0.35446  5.30847  4.11200
C  -1.71351  5.45081  3.70764
C  -2.15487  4.83915  2.58662
C  -1.85914  0.62585  -1.69096
C  -2.63095  0.31262  -2.79177
C  -2.61350  -1.00207  -3.28608
C  -1.83211  -1.93976  -2.63792
C  -1.03482  -1.56651  -1.54450
N  -1.00627  -0.25607  -1.05321
C  -0.19528  -2.44576  -0.80982
N  0.52950  -1.98076  0.21741
C  1.35273  -3.12366  0.67691
C  0.77322  -4.32466  -0.12279
O  -0.07143  -3.72922  -1.10496
C  1.32214  -3.42971  2.15311
C  2.41920  -4.08210  2.71618
C  2.40466  -4.45413  4.05789
C  1.28125  -4.20660  4.83270
C  0.16852  -3.60671  4.26257
C  0.18847  -3.22077  2.92368
H  -3.89387  4.00593  -0.09186
H  -2.39396  4.72354  -0.71429
H  -2.75662  2.72654  1.56225
H  2.14368  3.82859  1.24485
H  1.50840  4.38609  3.73746
H  -0.05367  5.69179  5.07431
H  -2.41249  5.96310  4.34984
H  -3.20578  4.83766  2.34912
H  -3.26429  1.06653  -3.23834
H  -3.23308  -1.27942  -4.12497
H  -1.83705  -2.97504  -2.94639
H  2.39525  -2.91311  0.39592
H  0.16430  -4.97810  0.51264
H  1.53010  -4.93026  -0.62214
H  3.27257  -4.33484  2.10454
H  3.26540  -4.94458  4.48569
H  1.26298  -4.50241  5.86889
H  -0.72809  -3.46723  4.84598
H  -0.69601  -2.79712  2.46917
C  -3.18539  -0.71950  1.24354
C  -2.14425  -0.49270  2.28741
C  -2.46885  -0.61294  3.63614
C  -1.47403  -0.49421  4.60075
C  -0.16906  -0.26330  4.20979
C  0.10878  -0.08570  2.84291
N  -0.88338  -0.19472  1.89421
N  1.28899  0.20431  2.25623
Si  2.82199  0.43552  3.15676
C  3.98646  1.40344  1.99908
C  2.53800  1.44416  4.76643
C  3.54202  -1.25365  3.67686
H  -4.10331  -1.07984  1.70188
H  -2.84537  -1.45774  0.51725
H  -3.40929  0.19926  0.70242
H  -3.48474  -0.83239  3.92685
H  -1.71352  -0.60597  5.64758
H  0.62909  -0.22092  4.92971
H  3.53757  1.62652  1.03311
H  4.89155  0.83185  1.82105
H  4.30978  2.33443  2.45589
H  1.56103  1.91137  4.85681
H  3.29435  2.22071  4.84325
H  2.67574  0.82092  5.64567
H  3.73802  -1.89775  2.82684
H  2.88920  -1.77926  4.36657
H  4.48386  -1.07248  4.18440
N  0.10828  6.50256  -0.88983
C  0.21365  5.29724  -0.34806
C  -0.26073  5.21130  1.02163
C  1.28788  3.17931  1.47761
N  1.08429  2.29975  0.31724
C  0.98532  2.93274  -0.86366
C  0.71831  4.25192  -1.15363
H  -0.28874  7.27969  -0.37973
H  0.45012  6.70285  -1.81898
H  -0.40206  6.19099  1.47109
H  1.55680  2.54176  2.32173
H  1.18714  2.29026  -1.72971
H  0.85247  4.51944  -2.19244
O  1.32645  -0.23731  -3.41664
N  1.36997  -0.08271  -1.89437
C  3.99500  -1.92355  -1.39409
P  3.02713  -0.37109  -1.56947
C  4.20335  1.00916  -1.76806
C  2.69127  -0.71704  -3.61818
O  2.53441  -0.16322  0.00823
H  4.82112  -1.84159  -2.09625
H  3.43683  -2.81616  -1.65915
H  4.39499  -2.00472  -0.38709
H  4.72243  0.91690  -2.71754
H  4.93539  0.95448  -0.96586
H  3.70197  1.97334  -1.72347
H  3.16377  -0.06988  -4.35296
H  0.67880  -0.94107  -3.65033
H  2.69717  -1.74941  -3.96205

Force components x, y, z for each atom (eV/Å):
W 2.92 1.76 2.71
C 0.01 0.62 0.66
O -0.24 -0.91 -1.04
C 0.91 1.25 2.52
N -1.23 -0.71 -1.90
C -0.11 0.31 0.04
C 0.09 -0.13 -0.12
C -0.16 -0.09 -0.31
C -0.32 0.46 0.58
C 1.11 -0.53 -0.26
C -0.82 -0.38 -0.85
C 0.21 0.40 0.71
C 1.10 -1.11 0.84
C 0.00 -0.94 -0.37
C -0.08 1.05 0.35
C 0.73 -0.26 0.92
C -1.47 2.52 -0.83
N -1.97 -1.74 -2.40
C 2.27 -1.34 2.58
N -1.68 -0.92 -2.23
C 0.58 -0.44 0.39
C 0.71 -0.39 0.93
O -1.00 1.84 -0.81
C 0.14 -0.02 0.18
C -0.27 -0.07 0.20
C -0.05 -0.01 -0.38
C 0.00 0.04 -0.07
C 0.02 0.06 -0.34
C 0.03 -0.16 0.21
H 0.09 -0.06 -0.05
H -0.01 -0.18 0.04
H 0.17 0.09 -0.13
H 0.01 -0.22 0.06
H 0.22 0.07 0.07
H 0.08 0.00 0.10
H -0.07 0.04 0.06
H -0.26 0.01 0.00
H -0.02 0.09 0.06
H -0.04 -0.04 -0.13
H 0.04 -0.13 -0.01
H -0.31 -0.04 0.01
H 0.04 0.20 -0.17
H -0.09 0.11 -0.04
H 0.22 0.08 -0.06
H 0.06 -0.07 0.04
H 0.00 -0.06 0.14
H -0.10 0.02 0.10
H -0.16 0.07 0.01
C -0.06 -0.03 -0.03
C 0.22 0.09 -0.81
C 0.58 0.06 0.30
C -0.43 -0.07 -0.38
C 0.61 0.28 -0.98
C -2.63 -0.40 1.50
N 1.04 -0.15 1.29
N -1.26 -0.18 -3.68
Si 2.51 0.23 1.15
C -0.51 -0.30 0.27
C -0.24 -0.37 -0.70
C -0.61 0.83 -0.60
H -0.01 0.00 -0.08
H -0.06 -0.08 0.04
H -0.04 0.09 0.02
H -0.09 0.01 -0.08
H -0.02 -0.02 0.10
H 0.10 0.03 0.12
H 0.06 0.07 0.09
H 0.14 -0.23 -0.04
H -0.06 0.14 0.16
H -0.12 0.18 -0.03
H 0.11 0.14 -0.17
H -0.03 -0.27 0.06
H 0.05 -0.04 -0.10
H -0.15 -0.07 0.07
H 0.21 0.21 0.12
N 0.06 -0.25 0.02
C -0.25 0.44 0.43
C 0.01 0.09 0.00
C 0.08 -0.34 0.28
N -0.06 -0.67 -0.39
C 0.29 0.42 -0.45
C 0.17 -0.66 -0.38
H 0.06 -0.03 0.01
H 0.02 -0.02 -0.02
H 0.01 -0.12 -0.03
H 0.02 0.17 -0.16
H -0.19 0.33 0.20
H 0.02 -0.05 -0.13
O -1.52 0.03 0.54
N 0.84 -0.05 1.24
C -0.30 0.67 0.32
P 1.27 -0.54 -3.44
C -0.26 -0.49 0.34
C 1.50 0.17 0.94
O -2.10 0.14 0.65
H 0.09 0.05 -0.12
H -0.20 -0.04 -0.01
H 0.05 -0.07 0.12
H -0.01 -0.03 -0.05
H 0.05 0.08 0.14
H -0.10 0.03 0.03
H -0.11 0.09 0.06
H 0.17 0.38 0.16
H -0.25 -0.02 0.08